{"formula": "C42H26AsCl4N5O2SZr", "method": "ωB97M-V/def2-TZVPD", "elements": ["Zr", "C", "C", "C", "C", "N", "C", "N", "C", "N", "C", "N", "C", "C", "C", "C", "C", "N", "C", "C", "C", "C", "C", "C", "H", "H", "H", "H", "H", "H", "H", "H", "H", "H", "H", "H", "Cl", "C", "C", "Cl", "C", "Cl", "C", "O", "C", "O", "C", "Cl", "S", "C", "C", "C", "C", "C", "C", "As", "C", "C", "C", "C", "C", "C", "C", "C", "C", "C", "C", "C", "H", "H", "H", "H", "H", "H", "H", "H", "H", "H", "H", "H", "H", "H"], "xyz": [[0.6505, -0.2353, 0.0599], [-0.4438, -4.5159, 0.1601], [-1.2561, -4.6130, -0.9663], [-1.8488, -3.4771, -1.4570], [-1.6194, -2.2524, -0.8295], [-0.7791, -2.1380, 0.2178], [-0.2175, -3.2764, 0.6928], [-2.3406, -1.1822, -1.3762], [-2.2312, 0.0417, -1.0169], [-1.3966, 0.6161, -0.0643], [-1.5231, 1.9874, -0.1688], [-0.8841, 2.9194, 0.4366], [0.3687, 2.8653, 1.0241], [0.7044, 3.9385, 1.8581], [2.0030, 4.1209, 2.2503], [2.9837, 3.2418, 1.7896], [2.5800, 2.1734, 1.0390], [1.2927, 1.9385, 0.6915], [-2.5741, 2.3042, -1.1652], [-3.0377, 3.5169, -1.6327], [-3.9734, 3.4770, -2.6602], [-4.4110, 2.2609, -3.1937], [-3.9249, 1.0487, -2.7177], [-3.0029, 1.1103, -1.6919], [0.0485, -5.3758, 0.5906], [-1.4182, -5.5669, -1.4522], [-2.5019, -3.4801, -2.3171], [0.4592, -3.1566, 1.5267], [-0.0814, 4.6296, 2.1286], [2.2653, 4.9545, 2.8898], [4.0300, 3.3700, 2.0246], [3.3024, 1.4518, 0.6865], [-2.6741, 4.4499, -1.2224], [-4.3637, 4.4025, -3.0637], [-5.1315, 2.2688, -4.0014], [-4.2350, 0.1007, -3.1372], [-0.4470, -0.6917, -6.4786], [0.2167, -0.9743, -4.9084], [0.7316, -2.2298, -4.5786], [0.7144, -3.5069, -5.7404], [1.2405, -2.4579, -3.3023], [1.8660, -3.9961, -2.8380], [1.2218, -1.4444, -2.3561], [1.6304, -1.5824, -1.0802], [0.7326, -0.1790, -2.6955], [0.7722, 0.7463, -1.7124], [0.2233, 0.0498, -3.9646], [-0.4115, 1.6128, -4.3199], [2.6131, -1.0062, 1.6920], [1.8869, -1.9208, 3.0373], [2.6145, -2.9695, 3.6046], [2.1099, -3.6738, 4.6877], [0.8804, -3.3394, 5.2441], [0.1477, -2.3008, 4.6897], [0.6348, -1.6217, 3.5791], [-0.2314, -0.1122, 2.7541], [-2.1262, -0.3847, 2.9348], [-2.9659, 0.7088, 2.7234], [-4.3400, 0.5364, 2.6399], [-4.8847, -0.7377, 2.7384], [-4.0534, -1.8324, 2.9147], [-2.6764, -1.6588, 3.0058], [0.2135, 1.1861, 4.1106], [1.5582, 1.3859, 4.4015], [1.9218, 2.3099, 5.3709], [0.9518, 3.0430, 6.0430], [-0.3895, 2.8381, 5.7538], [-0.7602, 1.9082, 4.7887], [3.5809, -3.2244, 3.1881], [2.6902, -4.4843, 5.1112], [0.5019, -3.8768, 6.1037], [-0.7962, -2.0137, 5.1344], [-2.5568, 1.7052, 2.6021], [-4.9804, 1.3945, 2.4798], [-5.9554, -0.8765, 2.6598], [-4.4713, -2.8296, 2.9716], [-2.0429, -2.5273, 3.1125], [2.3214, 0.8199, 3.8792], [2.9702, 2.4570, 5.6000], [1.2404, 3.7636, 6.7977], [-1.1526, 3.3936, 6.2843], [-1.8093, 1.7471, 4.5922]], "atomic_forces_ev_per_a": [[0.4980, 0.0600, 0.8437], [-0.0017, -0.1060, 0.0007], [-0.0071, -0.1207, -0.0495], [-0.0883, -0.1492, 0.0580], [-0.4982, 0.6705, -0.1052], [0.2409, -0.1818, -0.3522], [-0.0042, 0.3713, 0.0741], [0.3083, -0.4870, 0.0931], [0.0371, 0.1918, 0.2064], [-0.0094, 0.1641, -0.5089], [-0.1348, -0.2431, 0.0204], [0.4605, 0.0686, 0.1592], [-0.3773, -0.0849, -0.3500], [-0.0417, 0.1693, 0.0758], [0.0742, 0.0611, 0.0968], [-0.0023, 0.1035, 0.0671], [-0.1907, -0.2413, -0.1948], [-0.0609, 0.2010, 0.2924], [0.1117, 0.2127, 0.3243], [-0.0990, 0.0451, -0.0616], [-0.0029, -0.0563, 0.0018], [0.0196, 0.0341, 0.0250], [-0.0472, 0.1101, -0.0343], [-0.0272, -0.4082, 0.0159], [-0.0235, -0.0114, -0.0167], [0.0119, 0.0101, 0.0166], [0.0071, -0.0197, 0.0125], [0.0302, 0.0144, -0.0104], [0.0123, -0.0124, -0.0062], [0.0036, -0.0080, -0.0182], [-0.0090, 0.0117, 0.0055], [0.0070, -0.0579, 0.0105], [-0.0043, -0.0215, -0.0050], [-0.0053, -0.0132, -0.0065], [0.0047, 0.0030, 0.0027], [0.0192, 0.0165, 0.0189], [0.0590, -0.0164, 0.1150], [-0.0160, -0.1065, -0.0779], [-0.0600, 0.0668, -0.1106], [0.0137, 0.0513, 0.0613], [-0.0114, -0.1739, 0.0504], [-0.0227, 0.0145, -0.0126], [0.2071, -0.1755, 0.2819], [0.0309, -0.2737, -0.8235], [0.0275, 0.4790, 0.1737], [0.0505, -0.2485, -0.7967], [-0.0588, 0.1751, -0.0898], [-0.0013, -0.0237, 0.0268], [-0.3040, -0.2369, 0.1225], [0.1732, 0.0635, -0.0600], [0.0261, -0.0687, 0.0618], [0.0322, 0.0346, -0.0339], [-0.0001, 0.0350, -0.0344], [0.1203, -0.1098, 0.0201], [-0.0815, 0.1048, 0.0127], [-0.0645, -0.2663, 0.3693], [-0.1329, 0.0003, -0.0971], [-0.1921, -0.0322, -0.0104], [0.0775, -0.0481, 0.0035], [-0.0378, 0.0224, -0.0110], [0.0720, 0.0066, 0.0024], [-0.1837, 0.0245, 0.0148], [-0.1891, 0.2628, -0.0194], [0.0501, 0.0890, 0.1043], [0.0278, -0.0037, -0.0311], [-0.0030, -0.0253, -0.0214], [0.0419, -0.0385, -0.0311], [0.1147, 0.1671, 0.1984], [-0.0145, 0.0047, 0.0059], [-0.0011, 0.0047, -0.0126], [0.0028, 0.0049, -0.0068], [-0.0717, 0.0222, -0.0333], [0.0338, -0.0092, -0.0567], [-0.0008, -0.0105, -0.0047], [0.0063, 0.0001, 0.0117], [-0.0008, 0.0085, -0.0003], [0.0820, -0.0497, 0.0348], [-0.0097, -0.0009, -0.0176], [-0.0124, 0.0038, 0.0036], [0.0047, -0.0069, -0.0061], [0.0051, -0.0011, -0.0051], [-0.0002, -0.0165, 0.0272]], "homo_ev": -7.9, "orbital_gap_ev": 7.0, "e_tot_ha": -6562.3885, "lumo_ev": -0.919}

---

{"formula": "C42H26F5IMoN2O3P", "method": "ωB97M-V/def2-TZVPD", "elements": ["Mo", "O", "C", "C", "C", "C", "C", "C", "C", "N", "N", "C", "O", "C", "C", "C", "C", "C", "C", "H", "H", "H", "H", "H", "H", "H", "H", "H", "H", "I", "C", "C", "C", "C", "C", "C", "C", "C", "C", "P", "C", "C", "C", "C", "C", "C", "C", "C", "C", "C", "C", "C", "C", "H", "H", "H", "H", "H", "H", "H", "H", "H", "H", "H", "H", "H", "H", "H", "H", "F", "C", "C", "F", "C", "F", "C", "O", "C", "F", "C", "F"], "xyz": [[-0.0205, -0.3759, 0.8214], [1.5519, -1.2606, 1.2380], [1.8964, -2.3051, 2.0103], [3.0849, -2.9763, 1.7558], [3.4739, -4.0319, 2.5597], [2.6868, -4.4223, 3.6404], [1.5052, -3.7637, 3.8956], [1.0698, -2.7088, 3.0817], [-0.2270, -2.1372, 3.3029], [-0.7824, -1.2730, 2.5154], [-2.0500, -0.8494, 2.8876], [-2.4395, 0.1411, 2.1505], [-1.6449, 0.6644, 1.2308], [-3.7628, 0.7437, 2.3586], [-3.9128, 2.1213, 2.2143], [-5.1519, 2.7033, 2.4189], [-6.2468, 1.9116, 2.7386], [-6.0993, 0.5374, 2.8718], [-4.8579, -0.0483, 2.6915], [3.6850, -2.6534, 0.9148], [4.4012, -4.5470, 2.3480], [3.0000, -5.2407, 4.2733], [0.8812, -4.0750, 4.7251], [-0.8041, -2.4679, 4.1617], [-3.0525, 2.7233, 1.9484], [-5.2684, 3.7757, 2.3319], [-7.2190, 2.3653, 2.8789], [-6.9546, -0.0779, 3.1171], [-4.7279, -1.1175, 2.7945], [1.1820, 1.7867, 2.2887], [3.0548, 2.2336, 1.3149], [4.0396, 2.5034, 2.2217], [5.2925, 2.9660, 1.7901], [5.4885, 3.2013, 0.4633], [4.4690, 2.9551, -0.4847], [4.6879, 3.3156, -1.8314], [3.7086, 3.1633, -2.7669], [2.5131, 2.5328, -2.4037], [2.2652, 2.1054, -1.1162], [0.7576, 1.0506, -1.0192], [1.0631, -0.0375, -2.4501], [0.2937, -0.1303, -3.6000], [0.6747, -1.0060, -4.6090], [1.8217, -1.7722, -4.4819], [2.5834, -1.6969, -3.3210], [2.1956, -0.8444, -2.3038], [-0.5935, 2.2231, -1.3344], [-0.4387, 3.5706, -1.0139], [-1.5383, 4.4160, -1.0167], [-2.7935, 3.9208, -1.3349], [-2.9516, 2.5815, -1.6650], [-1.8619, 1.7292, -1.6511], [3.2102, 2.3939, -0.0860], [3.8539, 2.3842, 3.2805], [6.0653, 3.1696, 2.5178], [6.4280, 3.6075, 0.1103], [5.6480, 3.7363, -2.1030], [3.8568, 3.4788, -3.7905], [1.7693, 2.3441, -3.1672], [-0.5908, 0.4833, -3.7196], [0.0711, -1.0848, -5.5040], [2.1266, -2.4276, -5.2869], [3.4807, -2.2923, -3.2146], [2.7795, -0.7863, -1.3900], [0.5403, 3.9611, -0.7663], [-1.4086, 5.4601, -0.7638], [-3.6545, 4.5767, -1.3294], [-3.9338, 2.1990, -1.9105], [-1.9939, 0.6822, -1.8876], [-3.4666, -5.9046, -2.2473], [-2.8461, -4.8129, -1.8246], [-3.0531, -3.5940, -2.4477], [-3.8736, -3.5058, -3.4874], [-2.4057, -2.4615, -1.9891], [-2.6268, -1.2918, -2.5985], [-1.5304, -2.4988, -0.9029], [-0.9090, -1.3994, -0.4795], [-1.3183, -3.7536, -0.3203], [-0.4206, -3.8407, 0.6653], [-1.9687, -4.8893, -0.7539], [-1.7570, -6.0559, -0.1555]], "atomic_forces_ev_per_a": [[-0.7056, 0.3752, -0.3927], [1.4195, -0.5454, -0.0282], [-0.1691, -0.2979, 0.5715], [-0.0340, 0.1963, -0.1807], [-0.1026, 0.0375, 0.0701], [0.1453, -0.0589, 0.0153], [-0.1832, 0.0435, 0.0227], [0.4415, -0.0813, -0.3508], [-0.2411, 0.1767, -0.1300], [-0.1362, -0.6412, 0.8940], [-0.6005, 0.0701, 0.2210], [0.2649, -0.3895, 0.3544], [-0.0519, 0.5643, 0.3270], [-0.1008, 0.1273, -0.1414], [0.0781, -0.0558, -0.0758], [-0.0419, 0.0463, 0.0074], [0.0095, -0.0170, -0.0120], [-0.0311, 0.0055, 0.0101], [0.0758, -0.0493, 0.0357], [0.0303, -0.0085, 0.0342], [-0.0053, -0.0125, 0.0064], [-0.0094, 0.0046, -0.0028], [-0.0104, 0.0136, -0.0144], [-0.0463, 0.0348, 0.0057], [-0.0284, 0.0164, -0.0200], [0.0123, -0.0093, -0.0283], [0.0095, 0.0052, 0.0224], [0.0054, -0.0005, -0.0027], [-0.0032, 0.0118, 0.0165], [0.5077, 0.4678, -0.2341], [-0.5765, -0.2897, 0.4803], [-0.1256, -0.0865, 0.0517], [0.0937, 0.0826, -0.1089], [0.0642, 0.0202, 0.1205], [-0.2077, -0.0685, 0.0831], [-0.0204, 0.0089, -0.1361], [0.0828, 0.0301, -0.0400], [-0.0812, -0.0929, 0.2415], [-0.1022, -0.0739, 0.0513], [0.3238, 0.9832, -1.1780], [0.0767, -0.1043, 0.1466], [-0.0665, 0.1450, 0.0909], [-0.0534, -0.0303, -0.0979], [0.0217, -0.0225, 0.0322], [-0.0155, 0.0228, -0.0229], [-0.0734, 0.0208, 0.0112], [-0.1041, -0.1620, 0.0739], [0.0515, -0.0667, -0.0543], [0.0110, 0.0089, 0.0207], [-0.0284, 0.0276, -0.0297], [-0.0594, 0.0017, 0.0199], [0.1324, 0.0473, -0.1029], [0.1496, 0.0747, -0.1031], [0.0159, -0.0244, -0.0140], [0.0162, -0.0134, -0.0124], [-0.0052, -0.0060, -0.0058], [-0.0047, 0.0227, 0.0247], [0.0263, 0.0023, 0.0097], [0.0385, -0.0170, -0.0641], [0.0211, -0.0197, -0.0237], [0.0134, 0.0401, -0.0035], [-0.0264, -0.0245, 0.0127], [-0.0230, -0.0262, -0.0001], [0.0447, -0.0095, -0.0383], [-0.0189, 0.0230, 0.0262], [-0.0176, 0.0015, -0.0140], [0.0207, 0.0140, -0.0049], [0.0220, -0.0214, -0.0188], [-0.0352, 0.0190, 0.1018], [-0.0670, -0.0285, -0.0664], [0.0955, 0.0624, 0.0726], [0.0169, -0.0310, 0.0201], [-0.0604, -0.0069, -0.0351], [0.1847, 0.2245, 0.2446], [-0.0878, -0.0348, -0.0850], [-0.3278, -0.6733, -0.0547], [0.0069, -0.3849, -0.7006], [0.1572, 0.4942, -0.0870], [0.0424, -0.0754, 0.2602], [-0.1126, -0.0036, -0.1148], [0.0723, -0.0093, 0.0202]], "homo_ev": [-10.7, -11.0], "orbital_gap_ev": [7.1, 7.1], "e_tot_ha": -3157.7345, "multiplicity": 3, "s2": 2.02, "lumo_ev": [-3.620, -3.925], "charge": 1, "de_lowest_kj_mol": 27.3}

---

> Number 1 is which compound?

C42H26AsCl4N5O2SZr